{
  "formula": "C16H33N4O4S3",
  "method": "ωB97M-V/def2-TZVPD",
  "elements": ["C", "C", "C", "S", "O", "O", "N", "S", "O", "O", "N", "C", "S", "H", "H", "H", "C", "C", "N", "C", "C", "C", "C", "H", "H", "H", "H", "H", "H", "H", "H", "H", "H", "H", "H", "H", "H", "H", "C", "C", "N", "C", "C", "C", "C", "H", "H", "H", "H", "H", "H", "H", "H", "H", "H", "H", "H", "H", "H", "H"],
  "xyz": [[4.413, -2.644, 2.228], [3.595, -1.601, 2.296], [2.760, -0.227, 2.566], [1.628, 0.011, 1.109], [2.512, -0.139, -0.144], [1.121, 1.453, 1.087], [0.391, -1.171, 0.952], [-0.573, -1.294, 2.370], [0.209, -1.781, 3.586], [-1.376, -0.054, 2.697], [-1.749, -2.574, 2.026], [-1.099, -3.530, 1.363], [-0.024, -4.584, 0.603], [5.212, -3.452, 2.456], [2.239, -0.218, 3.594], [3.489, 0.685, 2.572], [4.271, 8.099, 2.075], [4.102, 6.827, 1.250], [3.609, 5.692, 2.025], [3.747, 4.411, 1.333], [2.955, 4.214, 0.044], [2.343, 5.890, 2.728], [1.129, 6.306, 1.901], [4.889, 7.917, 2.959], [4.765, 8.868, 1.474], [3.309, 8.505, 2.399], [5.090, 6.576, 0.849], [3.459, 7.042, 0.388], [3.503, 3.597, 2.025], [4.810, 4.267, 1.100], [1.892, 4.072, 0.241], [3.305, 3.310, -0.465], [3.078, 5.047, -0.653], [2.499, 6.650, 3.503], [2.093, 4.983, 3.290], [1.347, 7.134, 1.223], [0.329, 6.640, 2.571], [0.728, 5.475, 1.319], [-2.865, -2.901, -2.421], [-3.042, -4.176, -3.237], [-3.539, -5.304, -2.453], [-3.409, -6.590, -3.137], [-4.207, -6.791, -4.423], [-4.801, -5.096, -1.747], [-6.016, -4.679, -2.572], [-2.245, -3.079, -1.538], [-2.369, -2.138, -3.028], [-3.823, -2.488, -2.097], [-2.057, -4.435, -3.641], [-3.688, -3.964, -4.099], [-3.654, -7.398, -2.439], [-2.348, -6.739, -3.373], [-5.271, -6.926, -4.222], [-3.863, -7.700, -4.928], [-4.083, -5.963, -5.124], [-4.638, -4.333, -0.978], [-5.053, -5.998, -1.178], [-5.796, -3.856, -3.256], [-6.811, -4.337, -1.901], [-6.424, -5.511, -3.147]],
  "e_lumo_ev": 1.7842,
  "gap_ev": 7.8,
  "total_charge": -1,
  "total_energy_ev": -63777.4963,
  "spin_multiplicity": 1
}

{
  "formula": "C16H33N8OP",
  "method": "ωB97M-V/def2-TZVPD",
  "elements": ["O", "P", "N", "C", "C", "N", "C", "C", "N", "C", "C", "H", "H", "H", "H", "H", "H", "H", "H", "H", "H", "H", "H", "H", "H", "H", "H", "H", "H", "C", "C", "N", "H", "H", "H", "C", "C", "N", "H", "H", "H", "C", "C", "N", "H", "H", "H", "C", "C", "N", "H", "H", "H", "C", "C", "N", "H", "H", "H"],
  "xyz": [[-0.895, 3.982, -1.180], [-1.337, 3.183, -2.407], [-3.020, 2.972, -2.511], [-3.780, 3.995, -3.152], [-3.663, 2.531, -1.343], [-0.675, 1.556, -2.325], [-0.907, 0.567, -3.403], [0.446, 1.254, -1.424], [-0.749, 3.839, -3.949], [-1.141, 3.230, -5.240], [0.444, 4.683, -3.984], [-3.287, 4.321, -4.067], [-3.794, 4.882, -2.518], [-4.788, 3.695, -3.438], [-4.008, 3.409, -0.797], [-2.930, 2.080, -0.674], [-4.533, 1.891, -1.493], [-0.262, 0.813, -4.246], [-0.651, -0.439, -3.071], [-1.925, 0.501, -3.788], [0.462, 0.223, -1.068], [1.367, 1.395, -1.990], [0.533, 1.966, -0.603], [-0.487, 2.435, -5.598], [-2.154, 2.835, -5.166], [-1.231, 4.038, -5.966], [0.502, 5.390, -3.157], [0.422, 5.294, -4.887], [1.282, 3.993, -4.079], [6.034, 1.163, -0.124], [4.738, 0.483, -0.141], [3.738, -0.090, -0.150], [6.456, 1.347, -1.113], [6.707, 0.499, 0.419], [6.006, 2.053, 0.505], [-1.009, -1.672, 5.153], [-2.230, -2.211, 5.698], [-3.272, -2.542, 6.046], [-0.685, -0.765, 5.664], [-1.088, -1.564, 4.071], [-0.247, -2.442, 5.276], [-1.483, -5.484, 1.962], [-2.415, -5.194, 3.005], [-3.138, -4.911, 3.863], [-0.521, -5.452, 2.474], [-1.490, -4.732, 1.173], [-1.699, -6.482, 1.579], [1.222, -1.361, 1.177], [1.004, -2.511, 2.042], [0.943, -3.413, 2.780], [1.908, -1.685, 0.394], [1.721, -0.617, 1.797], [0.341, -0.835, 0.809], [3.188, -5.164, 5.048], [3.191, -5.858, 6.352], [3.188, -6.351, 7.386], [2.267, -5.303, 4.482], [4.160, -5.313, 4.579], [3.222, -4.109, 5.320]],
  "e_lumo_ev": 0.1004,
  "smiles": "CN(C)P(=O)(N(C)C)N(C)C.CC#N.CC#N.CC#N.CC#N.CC#N",
  "gap_ev": 8.6,
  "total_charge": 0,
  "total_energy_ev": -40382.8549,
  "spin_multiplicity": 1
}

{
  "formula": "C16H34BIrNP2",
  "method": "ωB97M-V/def2-TZVPD",
  "elements": ["P", "P", "C", "C", "H", "H", "H", "H", "C", "H", "H", "H", "C", "H", "H", "H", "C", "H", "H", "H", "C", "H", "H", "H", "Ir", "C", "C", "C", "C", "C", "C", "C", "C", "C", "H", "H", "H", "H", "H", "H", "H", "H", "H", "H", "H", "H", "H", "H", "H", "B", "C", "N", "H", "H", "H"],
  "xyz": [[-0.178, -2.124, -0.485], [0.351, 1.309, -1.563], [-0.207, -1.385, -2.363], [0.854, -0.323, -2.513], [-1.228, -1.045, -2.589], [-0.027, -2.239, -3.023], [1.818, -0.710, -2.126], [1.041, -0.119, -3.579], [-0.464, 2.014, -3.091], [-0.782, 3.060, -2.949], [-1.319, 1.386, -3.388], [0.307, 1.957, -3.885], [1.988, 2.097, -1.703], [2.166, 2.218, -2.772], [2.811, 1.474, -1.320], [2.064, 3.078, -1.217], [-1.684, -3.290, -0.746], [-1.775, -4.010, 0.079], [-1.606, -3.880, -1.686], [-2.635, -2.734, -0.790], [1.206, -3.322, -0.829], [2.155, -2.795, -0.591], [1.108, -3.601, -1.892], [1.052, -4.164, -0.163], [1.208, -1.927, 1.070], [-0.599, 2.964, -0.231], [-1.949, 2.767, -0.487], [-2.705, 1.537, -0.834], [-2.309, 0.248, -0.109], [-0.940, 0.020, 0.391], [0.361, 0.833, 0.111], [0.807, 1.752, 1.268], [-0.178, 2.894, 1.209], [2.037, -3.389, 2.298], [-0.059, 3.821, -0.744], [-2.604, 3.619, -0.244], [-2.897, 1.420, -1.926], [-3.719, 1.765, -0.442], [-2.854, 0.307, 0.834], [-2.720, -0.625, -0.615], [-0.889, -0.486, 1.406], [1.292, 0.180, -0.036], [1.840, 2.072, 1.030], [0.973, 1.353, 2.276], [-0.986, 2.565, 1.862], [0.293, 3.771, 1.650], [2.808, -3.167, 3.041], [2.448, -4.101, 1.583], [1.187, -3.872, 2.797], [0.385, 0.429, 5.069], [0.726, -0.531, 3.869], [1.046, -1.146, 2.917], [-0.422, 1.297, 4.738], [1.409, 1.010, 5.430], [-0.006, -0.230, 6.003]],
  "e_lumo_ev": [-7.3850, -9.9349],
  "gap_ev": [6.5, 5.0],
  "total_charge": 2,
  "s_squared": 8.77,
  "total_energy_ev": -40697.6455,
  "spin_multiplicity": 6
}

{
  "formula": "C16H34Br4N2O2S2",
  "method": "ωB97M-V/def2-TZVPD",
  "elements": ["C", "C", "C", "C", "N", "H", "H", "H", "H", "H", "H", "H", "C", "C", "C", "C", "N", "H", "H", "H", "H", "H", "H", "H", "C", "S", "O", "C", "H", "H", "H", "H", "H", "H", "C", "S", "O", "C", "H", "H", "H", "H", "H", "H", "Br", "C", "C", "Br", "H", "H", "H", "H", "Br", "C", "C", "Br", "H", "H", "H", "H"],
  "xyz": [[-1.088, 11.384, -16.292], [-0.690, 10.622, -17.602], [0.837, 10.645, -17.815], [1.546, 10.273, -16.565], [2.095, 9.990, -15.594], [-0.833, 10.822, -15.394], [-2.152, 11.609, -16.223], [-0.622, 12.367, -16.367], [-1.314, 10.841, -18.469], [-1.103, 9.623, -17.461], [1.012, 11.647, -18.207], [1.053, 9.888, -18.568], [-3.723, 7.359, -15.149], [-4.677, 6.900, -16.225], [-4.697, 7.937, -17.397], [-3.478, 8.005, -18.222], [-2.526, 8.148, -18.839], [-3.327, 6.581, -14.497], [-4.156, 8.115, -14.495], [-2.829, 7.738, -15.645], [-5.652, 6.771, -15.756], [-4.596, 5.850, -16.505], [-4.857, 8.948, -17.023], [-5.659, 7.819, -17.896], [-3.486, 15.354, -22.863], [-5.374, 15.163, -22.762], [-5.733, 16.205, -21.687], [-5.840, 16.071, -24.315], [-3.070, 14.866, -21.982], [-3.132, 16.383, -22.808], [-3.141, 14.894, -23.789], [-6.803, 16.518, -24.069], [-5.761, 15.478, -25.226], [-5.159, 16.922, -24.326], [0.347, 12.168, -22.534], [0.499, 10.567, -23.515], [1.935, 10.032, -23.353], [-0.701, 9.620, -22.553], [1.122, 12.823, -22.932], [0.334, 12.067, -21.448], [-0.703, 12.448, -22.622], [-1.585, 10.191, -22.269], [-0.233, 9.395, -21.595], [-0.952, 8.663, -23.011], [-7.364, 8.424, -24.324], [-5.787, 9.605, -24.624], [-4.827, 8.922, -25.630], [-3.128, 9.970, -25.710], [-5.267, 9.880, -23.706], [-6.146, 10.543, -25.047], [-5.278, 8.889, -26.622], [-4.575, 7.872, -25.479], [-5.448, 11.648, -17.420], [-4.214, 11.653, -19.000], [-4.644, 12.400, -20.198], [-4.015, 11.497, -21.903], [-3.921, 10.626, -19.220], [-3.473, 12.343, -18.597], [-4.482, 13.478, -20.159], [-5.730, 12.360, -20.275]],
  "e_lumo_ev": [2.2631, 2.2041],
  "gap_ev": [3.2, 8.6],
  "total_charge": -1,
  "s_squared": 0.75,
  "total_energy_ev": -326055.5323,
  "spin_multiplicity": 2
}

We obtain molar mass values of 441.66; 384.47; 505.43; 670.21 g mol⁻¹ for the records listed above, in that order.